# 1
C5H9NO | wB97M-V/def2-TZVPD

Values from the calculation:
- SMILES string = C[C@H](C#N)CCO
- HOMO energy (eV) = -10.680
- orbital gap (eV) = 11.54
- energy above the lowest of the compared OMol25 structures with the same formula, charge and spin (eV) = 1.020

The geometry in ORCA input format:
```
! wB97M-V def2-TZVPD RIJCOSX def2/J DEFGRID3
* xyz 0 1
C 0.987 1.065 1.602
C 0.679 0.386 0.262
C 0.569 1.401 -0.799
N 0.458 2.200 -1.631
C -0.605 -0.456 0.343
C -1.099 -0.980 -0.993
O -0.149 -1.918 -1.463
H 1.080 0.313 2.391
H 0.176 1.746 1.876
H 1.917 1.640 1.564
H 1.508 -0.273 -0.019
H -0.407 -1.311 1.000
H -1.397 0.138 0.812
H -1.215 -0.143 -1.697
H -2.090 -1.441 -0.857
H -0.367 -2.136 -2.376
*
```

---

# 2
C17H41AuN2Si4 | wB97M-V/def2-TZVPD

Values from the calculation:
- HOMO energy (eV) = 1.810
- orbital gap (eV) = 3.08
- energy above the lowest of the compared OMol25 structures with the same formula, charge and spin (eV) = 0.000

The geometry in ORCA input format:
```
! wB97M-V def2-TZVPD RIJCOSX def2/J DEFGRID3
* xyz -2 1
Au -1.046 1.225 0.390
N -3.105 -2.725 -1.341
C -3.399 -3.926 -0.731
C -2.757 -3.865 0.471
N -2.085 -2.676 0.612
C -2.312 -2.017 -0.497
H -3.397 -2.418 -2.257
H -4.023 -4.673 -1.189
H -2.741 -4.613 1.248
H -1.961 -1.025 -0.762
C 1.340 -2.491 2.119
Si 1.846 -1.919 0.390
C 1.181 -3.228 -0.816
C 3.734 -2.157 0.322
Si 1.083 0.239 -0.049
Si 2.727 1.585 0.920
C 4.514 1.534 0.242
C 2.895 1.215 2.774
C 2.235 3.407 0.798
Si 1.559 0.438 -2.323
C 1.570 2.257 -2.859
C 0.191 -0.383 -3.350
C 3.184 -0.289 -3.019
H 1.640 -3.528 2.306
H 0.253 -2.415 2.209
H 1.789 -1.856 2.886
H 1.536 -4.225 -0.532
H 1.514 -3.027 -1.838
H 0.090 -3.243 -0.808
H 3.998 -3.202 0.528
H 4.229 -1.533 1.071
H 4.136 -1.890 -0.658
H 4.941 0.531 0.293
H 5.166 2.213 0.804
H 4.529 1.848 -0.806
H 3.322 0.222 2.942
H 1.907 1.239 3.239
H 3.533 1.951 3.275
H 2.288 3.759 -0.236
H 2.888 4.038 1.411
H 1.202 3.526 1.135
H 0.702 2.765 -2.433
H 1.530 2.351 -3.949
H 2.472 2.767 -2.506
H -0.750 0.141 -3.167
H 0.053 -1.429 -3.060
H 0.411 -0.349 -4.424
H 4.055 0.119 -2.500
H 3.289 -0.071 -4.088
H 3.204 -1.376 -2.896
C -5.295 2.525 0.627
C -4.069 1.816 1.230
C -4.318 0.306 1.172
C -4.014 2.208 2.732
C -2.807 2.206 0.491
H -6.226 2.259 1.151
H -5.393 2.255 -0.427
H -5.169 3.611 0.686
H -5.226 0.022 1.723
H -3.466 -0.230 1.597
H -4.423 -0.008 0.130
H -4.955 1.977 3.265
H -3.815 3.278 2.826
H -3.192 1.674 3.208
H -2.792 3.287 0.295
*
```

---

# 3
C30H40O30 | wB97M-V/def2-TZVPD

Values from the calculation:
- SMILES string = O=C1OCCO1.O=C1OCCO1.O=C1OCCO1.O=C1OCCO1.O=C1OCCO1.O=C1OCCO1.O=C1OCCO1.O=C1OCCO1.O=C1OCCO1.O=C1OCCO1
- HOMO energy (eV) = -10.030
- orbital gap (eV) = 10.01
- energy above the lowest of the compared OMol25 structures with the same formula, charge and spin (eV) = 0.527

The geometry in ORCA input format:
```
! wB97M-V def2-TZVPD RIJCOSX def2/J DEFGRID3
* xyz 0 1
O -7.161 7.576 -1.172
C -7.415 7.462 -2.328
O -7.175 6.379 -3.106
C -7.650 6.665 -4.434
C -7.649 8.203 -4.471
O -7.805 8.504 -3.105
H -6.916 6.206 -5.089
H -8.671 6.337 -4.625
H -8.486 8.598 -5.044
H -6.722 8.556 -4.924
O -11.343 14.431 -1.723
C -11.684 15.011 -2.690
O -11.171 14.822 -3.918
C -11.796 15.600 -4.886
C -12.622 16.577 -3.999
O -12.774 15.827 -2.809
H -11.171 16.199 -5.545
H -12.489 15.003 -5.482
H -13.547 16.813 -4.519
H -12.057 17.504 -3.894
O -10.831 17.307 -7.851
C -9.788 16.838 -8.198
O -9.404 15.552 -7.967
C -8.019 15.424 -8.359
C -7.845 16.571 -9.318
O -8.781 17.503 -8.791
H -7.377 15.539 -7.487
H -7.885 14.440 -8.795
H -8.075 16.374 -10.372
H -6.825 16.948 -9.389
O -12.684 12.328 -6.765
C -12.865 13.085 -7.671
O -13.755 12.977 -8.653
C -13.427 13.924 -9.663
C -12.659 14.995 -8.867
O -12.052 14.150 -7.878
H -12.837 13.477 -10.462
H -14.339 14.355 -10.075
H -13.287 15.701 -8.324
H -11.942 15.487 -9.516
O -11.111 9.825 -6.070
C -11.659 8.896 -5.578
O -11.094 8.096 -4.646
C -12.096 7.191 -4.175
C -13.025 7.116 -5.380
O -12.861 8.423 -5.932
H -11.667 6.223 -3.930
H -12.578 7.637 -3.307
H -14.060 7.054 -5.045
H -12.805 6.333 -6.104
O -4.531 12.112 -0.097
C -5.671 11.841 -0.325
O -6.482 11.250 0.537
C -7.639 10.725 -0.127
C -7.621 11.574 -1.438
O -6.259 11.966 -1.545
H -7.562 9.651 -0.270
H -8.523 10.919 0.471
H -8.219 12.471 -1.276
H -7.895 10.884 -2.230
O -8.436 15.543 -1.613
C -7.778 15.234 -2.561
O -8.193 15.421 -3.835
C -7.117 15.080 -4.715
C -6.333 14.136 -3.859
O -6.568 14.658 -2.513
H -7.453 14.553 -5.609
H -6.643 16.012 -5.021
H -5.261 14.129 -4.047
H -6.602 13.083 -3.781
O -4.754 14.596 -6.544
C -4.795 13.610 -7.233
O -5.818 13.281 -8.049
C -5.635 11.995 -8.594
C -4.420 11.458 -7.842
O -3.843 12.666 -7.275
H -6.458 11.302 -8.419
H -5.424 12.137 -9.659
H -3.634 11.075 -8.490
H -4.696 10.749 -7.065
O -6.649 10.863 -5.694
C -7.665 11.485 -5.605
O -8.195 12.202 -6.618
C -9.510 12.714 -6.303
C -9.570 12.444 -4.811
O -8.471 11.563 -4.533
H -9.633 13.747 -6.605
H -10.200 12.028 -6.793
H -10.456 11.859 -4.562
H -9.420 13.292 -4.149
O -11.301 8.118 -2.097
C -11.571 9.264 -1.915
O -12.595 9.905 -2.500
C -12.635 11.268 -2.107
C -11.519 11.359 -1.033
O -10.868 10.107 -1.148
H -12.485 11.945 -2.947
H -13.591 11.561 -1.671
H -11.902 11.632 -0.054
H -10.843 12.141 -1.375
*
```

---

# 4
C13H10N3O7S2 | wB97M-V/def2-TZVPD

Values from the calculation:
- HOMO energy (eV) = -5.050
- orbital gap (eV) = 5.55

The geometry in ORCA input format:
```
! wB97M-V def2-TZVPD RIJCOSX def2/J DEFGRID3
* xyz -1 1
O -1.124 7.391 0.282
S -0.100 6.885 -0.729
O 0.119 7.944 -1.782
O -0.628 5.513 -1.411
N 1.454 6.621 0.018
C 1.202 5.876 1.054
S 1.416 4.755 2.258
C 2.133 -1.337 -0.362
C 1.516 -1.066 0.855
C 1.844 0.086 1.561
C 2.791 0.962 1.035
C 3.418 0.693 -0.178
C 3.085 -0.463 -0.876
N 3.121 2.188 1.762
O 2.564 2.383 2.833
O 3.927 2.948 1.257
H 1.869 -2.234 -0.912
H 0.775 -1.752 1.252
H 1.356 0.286 2.508
H 4.159 1.368 -0.590
H 3.565 -0.680 -1.824
C -4.404 -2.690 -1.100
C -4.385 -3.734 -0.180
C -3.175 -4.301 0.205
C -1.989 -3.810 -0.335
C -2.001 -2.771 -1.262
C -3.215 -2.212 -1.644
N -0.711 -4.386 0.086
O -0.737 -5.307 0.886
O 0.310 -3.909 -0.384
H -5.349 -2.246 -1.394
H -5.314 -4.103 0.240
H -3.173 -5.113 0.923
H -1.082 -2.387 -1.690
H -3.236 -1.400 -2.362
*
```

---

# 5
C21H29BN2 | wB97M-V/def2-TZVPD

Values from the calculation:
- HOMO energy (eV) = -7.241
- orbital gap (eV) = 5.59
- energy above the lowest of the compared OMol25 structures with the same formula, charge and spin (eV) = 1.470

The geometry in ORCA input format:
```
! wB97M-V def2-TZVPD RIJCOSX def2/J DEFGRID3
* xyz 0 1
C -2.641 -5.283 -0.380
N -1.833 -4.818 0.732
C -1.725 -5.804 1.782
C -1.082 -5.284 3.056
C 0.055 -4.306 2.764
C -0.372 -3.224 1.828
C -1.323 -3.555 0.811
C -1.678 -2.557 -0.136
C -1.148 -1.292 -0.064
C -0.209 -0.926 0.951
C 0.296 0.408 1.023
C 0.670 1.196 -0.095
C 1.143 2.530 0.088
C 1.410 3.374 -0.967
C 1.333 2.892 -2.311
N 1.675 3.710 -3.349
C 1.967 3.240 -4.691
C 1.808 5.144 -3.228
C 1.377 5.699 -1.880
C 1.805 4.793 -0.731
C 0.966 1.532 -2.515
C 0.656 0.713 -1.452
C 0.143 -1.942 1.894
H -2.569 -4.630 -1.252
H -2.312 -6.287 -0.684
H -3.701 -5.364 -0.091
H -2.737 -6.186 1.998
H -1.157 -6.661 1.382
H -1.856 -4.785 3.655
H -0.712 -6.144 3.622
H 0.402 -3.863 3.701
H 0.895 -4.869 2.326
H -2.408 -2.779 -0.916
H -1.461 -0.539 -0.789
H 0.462 0.851 2.009
H 1.258 2.910 1.106
H 2.153 2.164 -4.727
H 1.146 3.480 -5.387
H 2.862 3.758 -5.070
H 2.861 5.403 -3.432
H 1.221 5.609 -4.037
H 1.820 6.691 -1.766
H 0.285 5.808 -1.880
H 1.341 5.144 0.195
H 2.895 4.861 -0.605
H 0.894 1.146 -3.532
H 0.409 -0.329 -1.641
H 0.854 -1.696 2.686
H -0.747 1.478 2.992
B -1.240 2.028 4.020
H -1.959 2.965 3.654
H -1.894 1.170 4.615
H -0.295 2.424 4.714
*
```

---

# 6
C4H3NO2 | wB97M-V/def2-TZVPD

Values from the calculation:
- HOMO energy (spin up / spin down) (eV) = -9.878 / -9.080
- orbital gap (spin up / spin down) (eV) = 8.56 / 7.34
- energy above the lowest of the compared OMol25 structures with the same formula, charge and spin (eV) = 9.983

The geometry in ORCA input format:
```
! wB97M-V def2-TZVPD RIJCOSX def2/J DEFGRID3
* xyz 0 1
C 0.837 0.314 2.217
C 1.643 0.893 2.835
C 0.386 -0.223 -1.122
C -0.470 -0.067 0.129
N -1.646 -0.449 -0.058
O 1.558 0.500 -1.232
O 0.018 -0.944 -1.993
H -2.334 -0.303 0.762
H -1.770 -0.759 -1.066
H 1.779 1.037 -0.470
*
```

---

Number 1: E_tot -325.90008 Eh. Number 2: E_tot -2075.52015 Eh. Number 3: E_tot -3424.44706 Eh. Number 4: E_tot -1988.53362 Eh. Number 5: E_tot -951.82875 Eh. Number 6: E_tot -359.10350 Eh.